Model 1:
DFT (ωB97M-V/def2-TZVPD) results for C3H4N4 in the gas phase.

For the HOMO-LUMO gap, the calculation gives 9.21 eV.

```
! wB97M-V def2-TZVPD RIJCOSX def2/J DEFGRID3
* xyz 0 1
C -0.0931 0.6008 -0.0725
C 0.9126 1.4748 -0.1255
C 0.8240 -1.5512 0.0722
N -2.9873 -0.6965 0.0598
N -1.4152 0.9976 0.1387
N -2.2199 0.1138 0.0897
N -0.0704 -0.7712 -0.3335
H 1.9226 1.1605 -0.3119
H 0.7216 2.5254 -0.0266
H 0.7540 -2.5927 -0.2123
H 1.6511 -1.2615 0.7219
*
```

Calculated atomic charges, method natural (NBO), unit e: 0.26, -0.47, 0.01, -0.04, -0.35, 0.28, -0.45, 0.21, 0.22, 0.18, 0.15

Model 2:
DFT (ωB97M-V/def2-TZVPD) results for C3H4N4 in the gas phase.

As for the SMILES: [H]/N=N/c1cn[nH]c1. For the HOMO-LUMO gap, the calculation gives 9.23 eV.

```
! wB97M-V def2-TZVPD RIJCOSX def2/J DEFGRID3
* xyz 0 1
H 3.3426 0.1518 -0.1757
N 2.3808 0.4418 0.3296
N 1.7113 -0.5592 -0.2898
C 0.3235 -0.1569 -0.0865
C -0.2276 1.1127 -0.1231
N -1.5287 1.0669 -0.0650
N -1.7691 -0.2728 0.1173
C -0.7167 -1.0274 0.1464
H 0.1497 2.0936 0.1248
H -2.7422 -0.7971 0.0210
H -0.9238 -2.0534 0.0009
*
```

Calculated atomic charges, method natural (NBO), unit e: 0.32, -0.33, -0.12, -0.07, -0.06, -0.25, -0.32, -0.03, 0.23, 0.41, 0.22

Referenced to the most stable arrangement, the calculated values in hartree are model 1 0.0000; model 2 0.0175.

Model 1:
DFT (ωB97M-V/def2-TZVPD) results for a gas-phase ion, C3H4NO (charge -1).

As for the SMILES: C#CCN[O-]. For the HOMO-LUMO gap, the calculation gives 5.01 eV.

```
! wB97M-V def2-TZVPD RIJCOSX def2/J DEFGRID3
* xyz -1 1
C -1.7558 0.8941 0.0328
C -1.0900 -0.1050 -0.0093
C 0.1870 -0.6881 0.2812
N 1.3369 -0.2461 -0.4874
O 2.0769 0.6424 0.2072
H -2.4723 1.6397 -0.0550
H 0.2315 -1.8434 0.1787
H 0.4100 -0.3680 1.2937
H 1.0758 0.0746 -1.4420
*
```

Calculated atomic charges, method natural (NBO), unit e: -0.31, -0.01, -0.35, -0.36, -0.85, 0.20, 0.16, 0.24, 0.27

Model 2:
DFT (ωB97M-V/def2-TZVPD) results for a gas-phase ion, C3H4NO (charge -1).

For the HOMO-LUMO gap (spin up / spin down), the calculation gives 7.16 / 6.20 eV.

```
! wB97M-V def2-TZVPD RIJCOSX def2/J DEFGRID3
* xyz -1 1
C 0.7954 -0.2537 0.1246
C 1.3092 0.9421 -0.0630
C -0.4749 -0.9326 0.0227
N -1.3109 0.0177 -0.6013
O -2.1937 0.4468 0.2493
H 0.9843 1.7429 -0.7937
H 2.2627 1.1916 0.5123
H -0.5007 -2.0011 -0.4816
H -0.8714 -1.1537 1.0306
*
```

Calculated atomic charges, method natural (NBO), unit e: -0.11, -0.56, -0.38, -0.08, -0.56, 0.16, 0.16, 0.17, 0.20

Referenced to the most stable arrangement, the calculated values in hartree are model 1 0.0000; model 2 0.0029.

Model 1:
DFT (ωB97M-V/def2-TZVPD) results for CH3I2O2P in the gas phase.

As for the SMILES: COP(=O)(I)I. For the HOMO-LUMO gap, the calculation gives 8.96 eV.

```
! wB97M-V def2-TZVPD RIJCOSX def2/J DEFGRID3
* xyz 0 1
C 0.0831 -0.9243 -0.9265
O -0.4555 0.3525 -0.8862
P -0.3609 1.1064 0.6448
O -1.0246 2.3846 0.5711
I 2.0589 1.1649 1.0232
I -1.1975 -0.3671 2.3129
H 1.2143 -0.9492 -0.8105
H 0.0068 -1.1899 -1.8476
H -0.3245 -1.5779 -0.0811
*
```

Calculated atomic charges, method natural (NBO), unit e: -0.26, -0.76, 1.65, -1.04, -0.09, -0.04, 0.17, 0.19, 0.18

Model 2:
DFT (ωB97M-V/def2-TZVPD) results for CH3I2O2P in the gas phase.

As for the SMILES: COP(=O)(I)I. For the HOMO-LUMO gap, the calculation gives 8.99 eV.

```
! wB97M-V def2-TZVPD RIJCOSX def2/J DEFGRID3
* xyz 0 1
C -0.0738 0.2288 1.3112
O 0.8235 0.4616 0.2580
P 0.4127 -0.1682 -1.2048
O 1.6148 -0.1166 -2.0335
I -1.3061 1.2985 -2.0099
I -0.5801 -2.3528 -0.7981
H 0.2860 0.9879 2.1118
H -0.0421 -0.8126 1.4495
H -1.1349 0.4733 0.9157
*
```

Calculated atomic charges, method natural (NBO), unit e: -0.27, -0.80, 1.66, -1.04, -0.06, -0.07, 0.22, 0.19, 0.18

Referenced to the most stable arrangement, the calculated values in hartree are model 1 0.0119; model 2 0.0000.

Model 1:
DFT (ωB97M-V/def2-TZVPD) results for 2 unconnected molecules or ions with the total composition C6H12N2O2P.

For the HOMO-LUMO gap, the calculation gives 6.39 eV.

```
! wB97M-V def2-TZVPD RIJCOSX def2/J DEFGRID3
* xyz 1 1
C -0.8546 -1.6597 0.4356
P -1.4936 -2.1549 -1.1410
C -0.1394 -2.7446 -2.2354
O 1.0655 -2.2850 -1.6742
N 1.8979 -1.4566 -2.6480
O 1.4602 -0.4151 -2.7668
H -0.0761 -2.3459 0.7657
H -1.6552 -1.5713 1.1684
H -0.4064 -0.6738 0.2872
H -2.4987 -3.1117 -1.0328
H -2.0603 -1.0412 -1.7482
H -0.1481 -3.8335 -2.3077
H -0.3177 -2.3224 -3.2299
N 0.8714 3.1855 0.7281
C 0.8492 1.8194 0.7619
C 0.3578 1.4427 1.9873
C 0.0772 2.6283 2.7167
C 0.4053 3.6843 1.9113
H 1.1970 3.7412 -0.0415
H 1.1990 1.2408 -0.0772
H 0.2297 0.4316 2.3390
H -0.3120 2.6968 3.7179
H 0.3517 4.7451 2.0838
*
```

Calculated atomic charges, method natural (NBO), unit e: -0.96, 1.04, -0.37, -0.50, 0.48, -0.16, 0.29, 0.29, 0.30, 0.05, 0.05, 0.25, 0.24, -0.50, -0.10, -0.31, -0.30, -0.05, 0.42, 0.19, 0.21, 0.23, 0.22

Model 2:
DFT (ωB97M-V/def2-TZVPD) results for a gas-phase ion, C6H12N2O2P (charge +1).

As for the SMILES: C[NH2+][C@H]1C(=O)CCCN1P=O. For the HOMO-LUMO gap, the calculation gives 9.73 eV.

```
! wB97M-V def2-TZVPD RIJCOSX def2/J DEFGRID3
* xyz 1 1
C 1.2115 -3.0268 0.2387
N 0.4200 -1.7880 -0.2120
C 0.5728 -0.4664 0.3701
C 0.9653 0.5003 -0.7038
O 1.2015 0.0342 -1.7861
C 1.0367 1.9350 -0.3325
C -0.4635 2.3410 -0.2446
C -1.2338 1.4846 0.7302
N -1.0997 0.1269 0.3469
P -2.3747 -0.9166 -0.1781
O -3.5024 -0.0223 -0.2226
H 1.2277 -3.1213 1.3170
H 0.5835 -3.8264 0.0531
H 2.2160 -3.1819 -0.2496
H -0.5460 -1.9701 -0.0932
H 0.7896 -1.5335 -1.2551
H 0.8533 -0.1458 1.4073
H 1.5102 2.1574 0.7095
H 1.4162 2.5411 -1.1123
H -0.5632 3.4398 -0.0975
H -1.0441 2.0495 -1.1190
H -0.9006 1.5734 1.7201
H -2.2762 1.8160 0.7134
*
```

Calculated atomic charges, method natural (NBO), unit e: -0.42, -0.59, 0.03, 0.58, -0.53, -0.51, -0.38, -0.27, -0.77, 1.45, -0.97, 0.24, 0.23, 0.26, 0.43, 0.49, 0.28, 0.25, 0.27, 0.25, 0.22, 0.19, 0.27

Referenced to the most stable arrangement, the calculated values in hartree are model 1 0.0857; model 2 0.0000.

Model 1:
DFT (ωB97M-V/def2-TZVPD) results for a molecular structure, C6H12.

For the HOMO-LUMO gap (spin up / spin down), the calculation gives 9.57 / 9.75 eV.

```
! wB97M-V def2-TZVPD RIJCOSX def2/J DEFGRID3
* xyz 1 2
C -1.1994 1.4448 1.8549
C -1.1178 0.9261 0.4359
C 0.3120 0.3164 0.1573
C 0.5250 -0.7501 -0.7854
C -0.4898 -1.7443 -1.0426
C 2.0096 -0.9644 -1.0345
H -2.2249 1.4435 2.2470
H -0.7006 2.4138 1.8599
H -0.6590 0.8880 2.6349
H -1.7670 0.0794 0.2579
H -1.2895 1.7297 -0.2811
H 0.2310 0.5280 -1.2903
H 1.1112 0.9939 0.4610
H -0.2301 -2.7025 -1.4396
H -1.4914 -1.5844 -0.7170
H 2.1240 -1.5508 -1.9416
H 2.3959 0.0437 -1.1737
H 2.4607 -1.5108 -0.2031
*
```

Calculated atomic charges, method Mulliken, unit e: -1.33, -0.27, -0.37, 0.85, -0.97, -1.11, 0.36, 0.36, 0.38, 0.30, 0.42, 0.31, 0.36, 0.34, 0.31, 0.40, 0.35, 0.32

Model 2:
DFT (ωB97M-V/def2-TZVPD) results for a gas-phase ion, C6H12 (charge +1).

For the HOMO-LUMO gap (spin up / spin down), the calculation gives 10.71 / 7.91 eV.

```
! wB97M-V def2-TZVPD RIJCOSX def2/J DEFGRID3
* xyz 1 2
C 1.4066 -0.9590 -1.8303
C 1.0612 -0.3992 -0.3924
C -0.3501 0.0561 -0.3010
C -0.4945 1.2396 -1.0806
C -1.2645 -0.2385 0.9089
C -0.9198 0.6162 2.2008
H 0.6288 -1.6664 -2.1871
H 1.6199 -0.2744 -2.6173
H 2.3562 -1.6062 -1.9544
H 1.6711 0.3227 -0.0886
H 1.1400 -1.0905 0.4062
H 0.3884 1.4951 -1.6238
H -1.3446 1.9202 -0.8735
H -2.2669 -0.4800 0.7634
H -0.9918 -1.3697 1.0860
H -0.7691 1.8001 1.9691
H -1.7254 0.5927 2.8607
H -0.1453 0.0412 2.7537
*
```

Calculated atomic charges, method natural (NBO), unit e: -0.64, -0.51, 0.39, -0.07, -0.52, -0.60, 0.23, 0.24, 0.28, 0.27, 0.24, 0.21, 0.23, 0.27, 0.24, 0.23, 0.25, 0.24

Referenced to the most stable arrangement, the calculated values in hartree are model 1 0.0000; model 2 0.0191.

Model 1:
DFT (ωB97M-V/def2-TZVPD) results for 2 unconnected molecules or ions with the total composition C5H14N2.

As for the SMILES: CN(C)C.C=CN. For the HOMO-LUMO gap, the calculation gives 9.35 eV.

```
! wB97M-V def2-TZVPD RIJCOSX def2/J DEFGRID3
* xyz 0 1
C -0.3251 -0.6792 0.0430
N -0.4752 -2.1117 -0.1224
C -1.8915 -2.4445 -0.1699
C 0.1580 -2.5652 -1.3621
H -0.6625 -0.3658 1.0322
H -0.8732 -0.0774 -0.7007
H 0.7282 -0.4074 -0.0317
H -2.0178 -3.5138 -0.3394
H -2.3371 -2.2297 0.8045
H -2.4503 -1.8775 -0.9302
H 0.0426 -3.6481 -1.4025
H 1.2282 -2.3639 -1.3168
H -0.2748 -2.1086 -2.2580
C 1.7136 2.1912 1.4523
C 0.6000 2.4929 0.7882
N 0.5386 3.3685 -0.2956
H 2.6938 2.5672 1.1987
H 1.6193 1.5354 2.3054
H -0.3432 2.0252 1.0364
H 1.1069 4.1862 -0.2174
H -0.3580 3.5334 -0.7094
*
```

Calculated atomic charges, method natural (NBO), unit e: -0.42, -0.42, -0.42, -0.42, 0.19, 0.16, 0.21, 0.20, 0.20, 0.16, 0.20, 0.20, 0.16, -0.52, 0.01, -0.83, 0.20, 0.20, 0.18, 0.38, 0.38

Model 2:
DFT (ωB97M-V/def2-TZVPD) results for C5H14N2 in the gas phase.

As for the SMILES: CCCCNCN. For the HOMO-LUMO gap, the calculation gives 10.03 eV.

```
! wB97M-V def2-TZVPD RIJCOSX def2/J DEFGRID3
* xyz 0 1
C -2.5779 -0.0180 -1.6787
C -1.7739 1.0369 -0.9090
C -0.2782 0.7952 -1.0380
C 0.2127 -0.3381 -0.1356
N 1.2259 0.1246 0.8030
C 1.9488 -0.9831 1.4329
N 2.5498 -0.6412 2.7011
H -3.6052 -0.0562 -1.3097
H -2.1846 -1.0305 -1.5624
H -2.6075 0.1865 -2.7422
H -2.0712 1.0420 0.1349
H -2.0259 2.0150 -1.3374
H -0.0300 0.7465 -2.0946
H 0.2161 1.6798 -0.6344
H 0.5683 -1.1948 -0.7231
H -0.6142 -0.6946 0.4779
H 1.8607 0.7555 0.3251
H 1.1906 -1.7435 1.6382
H 2.7044 -1.4367 0.7842
H 1.8857 -0.1294 3.2770
H 3.4055 -0.1160 2.5906
*
```

Calculated atomic charges, method natural (NBO), unit e: -0.61, -0.39, -0.41, -0.22, -0.64, -0.05, -0.84, 0.21, 0.20, 0.20, 0.20, 0.20, 0.20, 0.20, 0.16, 0.18, 0.35, 0.17, 0.16, 0.36, 0.35

Model 3:
DFT (ωB97M-V/def2-TZVPD) results for C5H14N2 in the gas phase.

As for the SMILES: CC[C@H](CN)NC. For the HOMO-LUMO gap, the calculation gives 9.38 eV.

```
! wB97M-V def2-TZVPD RIJCOSX def2/J DEFGRID3
* xyz 0 1
C 1.6133 -0.6499 1.5143
C 0.3606 -0.9051 0.6089
C -0.1638 0.4106 -0.0030
C -1.7492 0.3643 -0.1338
N -2.2198 0.6138 1.3370
N 0.4670 0.9365 -1.1538
C 0.4664 0.2184 -2.4278
H 2.0159 -1.6258 1.6293
H 1.4080 -0.3390 2.5622
H 2.5342 -0.1783 1.0590
H 0.7620 -1.6290 -0.1621
H -0.4018 -1.5105 1.1654
H 0.0173 1.1428 0.7608
H -2.1240 1.2426 -0.8031
H -2.1078 -0.5666 -0.6467
H -2.1844 -0.1965 1.9439
H -1.4190 1.0915 1.7605
H 1.3628 1.3694 -0.8649
H -0.5733 0.3811 -2.8917
H 0.6474 -0.8098 -2.2068
H 1.2882 0.6394 -3.0477
*
```

Calculated atomic charges, method natural (NBO), unit e: -0.63, -0.43, -0.05, -0.23, -0.83, -0.65, -0.41, 0.21, 0.21, 0.21, 0.20, 0.21, 0.18, 0.20, 0.20, 0.35, 0.34, 0.37, 0.19, 0.17, 0.21

Referenced to the most stable arrangement, the calculated values in hartree are model 1 0.0345; model 2 0.0000; model 3 0.0499.